1.
Entry from the OMol25 dataset: a structure of composition C2HClN2S in a non-equilibrium geometry (wB97M-V/def2-TZVPD).

ΔE to the lowest compared entry with this formula, charge and spin = 48.25 kcal per mole
Multiplicity = 1
E = -1044.5794 Ha
Highest occupied orbital energy = -8.80 eV
HOMO-LUMO gap = 8.16 eV

Atoms and positions in Å:
C: 0.724 0.002 -0.107
C: -0.523 -0.705 -0.037
N: 0.646 1.250 -0.038
N: -0.266 1.974 0.055
S: -0.455 -2.328 -0.007
Cl: -1.816 0.383 -0.053
H: 1.690 -0.577 0.186



2.
Entry from the OMol25 dataset: the molecule CH2O2S in a non-equilibrium geometry (wB97M-V/def2-TZVPD).

ΔE to the lowest compared entry with this formula, charge and spin = 23.03 kcal per mole
Multiplicity = 1
SMILES = O=C(O)S
E = -587.9501 Ha
Highest occupied orbital energy = -10.23 eV
HOMO-LUMO gap = 10.55 eV

Atoms and positions in Å:
C: 0.148 0.109 0.483
H: 0.568 -1.679 -1.294
H: -0.735 1.782 -0.375
O: -0.214 0.916 -0.603
O: 0.108 0.408 1.695
S: 0.125 -1.536 0.093



3.
Entry from the OMol25 dataset: a cluster of 2 separate species, C4H11NO2 in total in a non-equilibrium geometry (wB97M-V/def2-TZVPD).

Charge = -1
ΔE to the lowest compared entry with this formula, charge and spin = 73.45 kcal per mole
Multiplicity = 2
E = -364.1216 Ha
Highest occupied orbital energy (alpha / beta) = 0.91 / -3.87 eV
HOMO-LUMO gap (alpha / beta) = 2.48 / 7.11 eV

Atoms and positions in Å:
C: -2.053 1.147 1.456
N: -1.970 -0.035 0.677
C: 0.615 -0.140 0.876
C: -0.677 -0.520 0.137
C: -0.425 -0.402 -1.422
O: -1.470 1.414 2.542
H: -2.631 1.857 0.822
H: -2.873 -0.301 0.375
H: 1.142 0.571 0.346
H: 1.453 -1.076 0.971
H: 0.368 0.020 1.905
H: -0.856 -1.650 0.104
H: -1.469 -0.554 -1.988
H: -0.177 0.677 -1.656
H: 0.324 -0.950 -1.987
H: 2.811 -0.153 -1.070
H: 4.295 -0.198 -0.811
O: 3.593 0.293 -1.275



4.
Entry from the OMol25 dataset: a cluster of 4 separate species, C5H16O2S in total in a non-equilibrium geometry (wB97M-V/def2-TZVPD).

ΔE to the lowest compared entry with this formula, charge and spin = 161.18 kcal per mole
Multiplicity = 1
E = -748.5155 Ha
Highest occupied orbital energy = -8.50 eV
HOMO-LUMO gap = 3.24 eV

Atoms and positions in Å:
C: -1.019 -2.458 0.490
C: -0.547 -1.320 -0.417
C: 0.837 -0.784 -0.035
C: 0.988 -0.581 1.486
S: -0.445 0.192 2.163
C: -0.094 3.334 0.358
H: -0.303 -3.282 0.551
H: -1.188 -2.120 1.526
H: -1.945 -2.914 0.138
H: -1.272 -0.502 -0.315
H: -0.568 -1.623 -1.458
H: 0.951 0.181 -0.519
H: 1.626 -1.439 -0.405
H: 1.156 -1.527 2.007
H: 1.870 0.038 1.694
H: 0.006 2.582 1.138
H: -0.110 2.810 -0.602
H: 0.744 4.026 0.399
H: -1.025 3.895 0.413
H: -0.903 1.540 -3.173
O: -0.536 1.188 -2.373
H: 0.194 0.435 -2.633
H: 1.593 -0.485 -3.634
O: 1.109 -0.549 -2.804



5.
Entry from the OMol25 dataset: a cluster of 6 separate species, C6H22ClO9 in total in a non-equilibrium geometry (wB97M-V/def2-TZVPD).

Charge = -1
ΔE to the lowest compared entry with this formula, charge and spin = 5.02 kcal per mole
Multiplicity = 1
E = -1378.9135 Ha
Highest occupied orbital energy = -5.57 eV
HOMO-LUMO gap = 7.94 eV

Atoms and positions in Å:
Cl: 11.523 -3.333 27.230
O: 10.248 -3.571 27.886
O: 12.592 -3.822 28.064
O: 11.482 -4.034 26.002
O: 11.609 -1.931 26.807
O: 15.105 -6.693 32.354
H: 14.705 -6.272 33.115
H: 15.120 -6.010 31.683
O: 12.294 3.847 28.260
H: 11.761 3.057 28.167
H: 11.735 4.554 27.939
O: 17.545 -2.090 25.627
H: 16.756 -2.549 25.914
H: 17.259 -1.568 24.877
C: 15.594 2.658 21.493
C: 14.521 1.545 21.492
C: 13.705 1.448 20.188
O: 15.228 0.309 21.674
H: 15.244 3.596 21.925
H: 16.007 2.860 20.505
H: 16.498 2.469 22.073
H: 13.775 1.747 22.261
H: 13.176 0.495 20.187
H: 14.193 1.603 19.226
H: 12.942 2.225 20.138
H: 14.577 -0.385 21.546
C: 5.694 1.650 25.342
C: 5.348 0.435 24.534
C: 6.239 0.230 23.268
O: 5.415 -0.555 25.463
H: 5.397 2.546 24.797
H: 6.698 1.673 25.765
H: 4.987 1.763 26.164
H: 4.311 0.472 24.198
H: 6.577 1.105 22.713
H: 5.856 -0.457 22.514
H: 7.118 -0.243 23.707
H: 6.309 -0.561 25.812



6.
Entry from the OMol25 dataset: the molecule C3H8N2 in a non-equilibrium geometry (wB97M-V/def2-TZVPD).

ΔE to the lowest compared entry with this formula, charge and spin = 64.99 kcal per mole
Multiplicity = 1
SMILES = C/N=C\NC
E = -228.5451 Ha
Highest occupied orbital energy = -8.02 eV
HOMO-LUMO gap = 9.00 eV

Atoms and positions in Å:
C: -2.378 -0.103 -0.035
C: 0.064 0.565 -0.081
C: 2.186 -0.431 -0.062
H: -2.999 -0.863 -0.511
H: -2.490 0.875 -0.255
H: -2.600 -0.133 1.031
H: -0.603 -1.294 0.174
H: -0.415 1.520 -0.419
H: 1.651 -1.377 -0.484
H: 2.731 -0.691 0.884
H: 3.023 -0.148 -0.759
N: -0.936 -0.332 0.022
N: 1.289 0.608 0.178



7.
Entry from the OMol25 dataset: a structure of composition C24H38As3CoO5S4Te in a non-equilibrium geometry (wB97M-V/def2-TZVPD).

Charge = -1
ΔE to the lowest compared entry with this formula, charge and spin = 8.90 kcal per mole
Multiplicity = 2
E = -11264.4189 Ha
Highest occupied orbital energy (alpha / beta) = -3.74 / -3.80 eV
HOMO-LUMO gap (alpha / beta) = 5.69 / 6.08 eV

Atoms and positions in Å:
Co: -0.475 -1.862 0.218
C: 2.696 2.060 -1.484
As: 1.035 1.149 -0.865
C: 1.523 1.245 1.037
C: -0.020 2.852 -0.965
C: -1.492 2.835 -0.527
C: -1.584 2.745 0.992
C: -2.229 1.655 -1.162
As: -2.099 -0.186 -0.361
C: -3.622 -0.074 0.897
C: -3.068 -1.005 -1.847
C: -2.088 4.172 -1.022
As: -3.952 4.897 -0.837
C: -4.868 3.909 0.615
C: -4.832 3.960 -2.344
H: 2.831 3.011 -0.968
H: 2.649 2.248 -2.558
H: 3.563 1.429 -1.289
H: 1.524 2.273 1.399
H: 2.518 0.820 1.161
H: 0.834 0.649 1.633
H: 0.017 3.134 -2.025
H: 0.512 3.637 -0.416
H: -1.122 1.809 1.317
H: -2.624 2.745 1.316
H: -1.073 3.587 1.461
H: -1.911 1.554 -2.208
H: -3.304 1.865 -1.160
H: -4.457 0.485 0.467
H: -3.323 0.383 1.841
H: -3.945 -1.095 1.101
H: -3.973 -0.445 -2.105
H: -3.341 -2.023 -1.573
H: -2.408 -1.054 -2.713
H: -1.939 4.220 -2.109
H: -1.463 4.975 -0.603
H: -4.476 4.202 1.587
H: -4.788 2.831 0.502
H: -5.924 4.181 0.591
H: -4.199 4.016 -3.229
H: -5.779 4.448 -2.581
H: -5.033 2.915 -2.121
O: -1.922 -8.403 -0.976
C: -1.820 -7.215 -0.841
S: -0.796 -6.193 -1.847
C: -1.153 -4.644 -1.067
C: -2.037 -4.692 -0.030
S: -2.527 -3.345 0.890
S: -2.691 -6.284 0.379
S: -0.378 -3.250 -1.673
O: 2.308 -2.910 1.495
C: 2.507 -2.136 0.540
O: 1.639 -1.486 -0.087
C: 3.952 -1.919 0.137
C: 4.947 -2.231 1.054
C: 6.293 -2.006 0.784
C: 6.591 -1.487 -0.453
O: 7.826 -1.187 -0.982
C: 7.577 -0.760 -2.302
O: 6.191 -0.673 -2.520
C: 5.596 -1.183 -1.384
C: 4.264 -1.381 -1.114
H: 4.644 -2.664 1.994
H: 7.071 -2.226 1.497
H: 8.018 -1.483 -3.011
H: 8.043 0.225 -2.465
H: 3.476 -1.150 -1.815
C: 1.239 -1.256 3.809
Te: 0.025 -2.630 2.669
C: -1.660 -1.961 3.903
H: 0.748 -0.291 3.866
H: 2.206 -1.150 3.339
H: 1.364 -1.648 4.811
H: -1.458 -2.167 4.950
H: -2.569 -2.474 3.607
H: -1.806 -0.891 3.780



Copy entry 5 word for word.
Entry from the OMol25 dataset: a cluster of 6 separate species, C6H22ClO9 in total in a non-equilibrium geometry (wB97M-V/def2-TZVPD).

Charge = -1
ΔE to the lowest compared entry with this formula, charge and spin = 5.02 kcal per mole
Multiplicity = 1
E = -1378.9135 Ha
Highest occupied orbital energy = -5.57 eV
HOMO-LUMO gap = 7.94 eV

Atoms and positions in Å:
Cl: 11.523 -3.333 27.230
O: 10.248 -3.571 27.886
O: 12.592 -3.822 28.064
O: 11.482 -4.034 26.002
O: 11.609 -1.931 26.807
O: 15.105 -6.693 32.354
H: 14.705 -6.272 33.115
H: 15.120 -6.010 31.683
O: 12.294 3.847 28.260
H: 11.761 3.057 28.167
H: 11.735 4.554 27.939
O: 17.545 -2.090 25.627
H: 16.756 -2.549 25.914
H: 17.259 -1.568 24.877
C: 15.594 2.658 21.493
C: 14.521 1.545 21.492
C: 13.705 1.448 20.188
O: 15.228 0.309 21.674
H: 15.244 3.596 21.925
H: 16.007 2.860 20.505
H: 16.498 2.469 22.073
H: 13.775 1.747 22.261
H: 13.176 0.495 20.187
H: 14.193 1.603 19.226
H: 12.942 2.225 20.138
H: 14.577 -0.385 21.546
C: 5.694 1.650 25.342
C: 5.348 0.435 24.534
C: 6.239 0.230 23.268
O: 5.415 -0.555 25.463
H: 5.397 2.546 24.797
H: 6.698 1.673 25.765
H: 4.987 1.763 26.164
H: 4.311 0.472 24.198
H: 6.577 1.105 22.713
H: 5.856 -0.457 22.514
H: 7.118 -0.243 23.707
H: 6.309 -0.561 25.812